An isolated molecule of H3NO3Si in a non-equilibrium geometry. Source: the OMol25 dataset; level of theory: ωB97M-V with the def2-TZVPD basis set.

Results
LUMO	0.01370	Eh
SMILES	O=[N+]([O-])O[SiH3]
HOMO level	-0.4229	Eh
orbital gap	11.9	eV
total energy	-15554.62894	eV

```
! wB97M-V def2-TZVPD RIJCOSX def2/J DEFGRID3
* xyz 0 1
O -1.5605 0.7869 0.8949
N -1.6578 -0.0118 0.0347
O -2.6650 -0.4821 -0.4151
O -0.3725 -0.4567 -0.4391
Si 1.2773 -0.0354 -0.0118
H 1.9380 -1.2373 0.7510
H 1.9434 0.1455 -1.2895
H 1.0971 1.2909 0.4748
*
```